Below is one molecule with the formula C4H7N3S at a distorted geometry, with properties calculated with ωB97M-V/def2-TZVPD.

As for the total charge: 0. The spin multiplicity is 1. For the HOMO-LUMO gap, the calculation gives 0.3225 Ha. The SMILES is N/N=C\C=C/NC=S.

Last column: Mulliken charge in e.
Geometry (Å):
C: -0.71 -0.54 0.75  0.02
C: -0.49 0.88 0.28  -0.28
C: 0.64 1.51 -0.03  -0.31
C: 2.19 -0.45 -0.51  -0.11
H: -2.62 -0.24 -1.08  0.22
H: -3.49 -1.78 -0.46  0.23
H: 0.18 -0.69 1.56  0.30
H: -1.37 1.47 0.10  0.34
H: 0.65 2.58 -0.18  0.40
H: 2.53 1.07 0.66  0.19
H: 1.44 -0.94 -1.14  0.35
N: -2.64 -1.12 -0.46  -0.39
N: -1.64 -1.32 0.45  -0.40
N: 1.79 0.76 -0.04  -0.22
S: 3.52 -1.19 0.11  -0.34

---

Below is one molecule with the formula C4H7N5 at a distorted geometry, with properties calculated with ωB97M-V/def2-TZVPD.

As for the total charge: 0. The spin multiplicity is 1. For the HOMO-LUMO gap, the calculation gives 0.3352 Ha. The SMILES is Nc1ncnc(N)c1N.

Last column: Mulliken charge in e.
Geometry (Å):
C: -1.23 0.36 -0.06  0.29
C: 0.02 2.25 -0.01  -0.21
C: 1.15 0.33 -0.04  0.04
C: -0.03 -0.41 -0.02  0.92
H: -3.26 0.22 -0.20  0.26
H: -2.37 -1.27 -0.08  0.21
H: -0.01 3.35 0.03  0.36
H: 2.23 -1.32 0.29  0.22
H: 3.20 0.13 0.15  0.28
H: -0.13 -2.24 0.85  0.25
H: 0.65 -2.23 -0.62  0.32
N: -2.41 -0.30 -0.03  -0.38
N: -1.19 1.67 -0.01  -0.69
N: 1.19 1.67 -0.07  -0.63
N: 2.34 -0.38 -0.10  -0.49
N: -0.17 -1.83 -0.07  -0.75

---

Below is one molecule with the formula C4H7N5O at a distorted geometry, with properties calculated with ωB97M-V/def2-TZVPD.

As for the total charge: 0. The spin multiplicity is 1. For the HOMO-LUMO gap, the calculation gives 0.3715 Ha. The SMILES is [H]/N=C(/O)c1n[nH]nc1CN.

Last column: Mulliken charge in e.
Geometry (Å):
N: 2.00 0.20 -1.67  -0.56
C: 1.66 -1.01 -0.93  -0.75
C: 0.80 -0.70 0.26  0.65
N: 1.19 -1.00 1.49  -0.68
N: 0.24 -0.51 2.26  0.27
N: -0.75 0.07 1.65  -0.61
C: -0.48 -0.11 0.35  0.50
C: -1.38 0.36 -0.72  0.45
N: -0.98 1.00 -1.76  -0.84
H: 2.59 0.81 -1.12  0.20
H: 2.51 -0.03 -2.52  0.20
H: 1.09 -1.67 -1.61  0.32
H: 2.53 -1.58 -0.58  0.34
H: 0.30 -0.55 3.28  0.25
O: -2.56 0.80 -0.28  -0.51
H: 0.00 0.80 -1.98  0.40
H: -2.56 1.75 -0.77  0.37

---

Below is one molecule with the formula C4H7NO, with properties calculated with ωB97M-V/def2-TZVPD.

As for the total charge: 0. The spin multiplicity is 1. For the HOMO-LUMO gap, the calculation gives 0.2773 Ha. The SMILES is CC1=C([O-])C[NH2+]1.

Last column: Mulliken charge in e.
Geometry (Å):
C: -1.85 -0.10 -0.18  -1.17
C: -0.43 0.20 0.12  -0.09
N: 0.60 -0.87 0.24  -0.13
C: 1.66 0.19 0.04  -0.48
C: 0.49 1.24 0.07  0.57
O: 0.54 2.46 0.02  -0.73
H: -2.29 -0.87 0.48  0.32
H: -2.00 -0.44 -1.22  0.25
H: -2.44 0.81 -0.05  0.31
H: 0.63 -1.32 1.17  0.32
H: 0.60 -1.62 -0.45  0.31
H: 2.09 0.07 -0.96  0.23
H: 2.45 0.17 0.80  0.30

---

Below is one molecule with the formula C4H7NO, with properties calculated with ωB97M-V/def2-TZVPD.

As for the total charge: 0. The spin multiplicity is 1. For the HOMO-LUMO gap (spin up / spin down), the calculation gives 0.2618 / 0.2617 Ha.

Last column: Mulliken charge in e.
Geometry (Å):
C: 1.48 -0.71 0.01  -1.15
C: 0.07 -0.21 0.13  0.15
C: -0.31 1.28 -0.05  -0.18
N: -0.37 1.33 -1.38  -0.47
C: -1.07 -0.87 0.55  -0.13
O: -2.17 -0.21 0.60  -0.61
H: 1.50 -1.79 -0.17  0.35
H: 2.01 -0.23 -0.82  0.33
H: 2.05 -0.50 0.93  0.25
H: -1.48 0.99 0.43  0.34
H: 0.28 2.06 0.43  0.38
H: -1.02 0.59 -1.67  0.34
H: -1.05 -1.90 0.90  0.40

---

Below is a 3-piece molecular cluster, C4H7NO overall, with properties calculated with ωB97M-V/def2-TZVPD.

As for the total charge: 0. The spin multiplicity is 1. For the HOMO-LUMO gap, the calculation gives 0.3143 Ha.

Last column: Mulliken charge in e.
Geometry (Å):
O: 2.52 -0.47 -0.32  -0.38
N: 1.91 0.62 -0.08  -0.41
C: 0.59 0.50 -0.29  0.66
C: -0.14 -0.68 -0.47  -0.71
C: -1.39 -0.03 0.10  -0.40
C: -0.58 1.30 0.22  -0.41
H: 1.67 -1.48 0.32  0.11
H: -0.04 -1.48 -1.19  0.49
H: 0.84 -1.63 0.50  0.08
H: -2.24 -0.02 -0.59  0.25
H: -1.72 -0.44 1.05  0.25
H: -0.94 2.08 -0.46  0.21
H: -0.48 1.72 1.22  0.28

---

Below is one molecule with the formula C4H7NO, with properties calculated with ωB97M-V/def2-TZVPD.

As for the total charge: 0. The spin multiplicity is 1. For the HOMO-LUMO gap, the calculation gives 0.3444 Ha. The SMILES is CC/N=C\C=O.

Last column: Mulliken charge in e.
Geometry (Å):
C: -0.32 -1.93 0.07  -1.13
N: -0.38 0.28 -0.94  -0.42
C: 0.51 -0.72 -0.37  -0.15
C: -0.49 1.45 -0.48  0.03
C: 0.22 2.10 0.67  0.01
O: -0.05 3.23 0.99  -0.45
H: 0.33 -2.76 0.34  0.33
H: -0.98 -2.24 -0.75  0.31
H: -0.95 -1.68 0.93  0.29
H: 1.12 -0.36 0.47  0.19
H: 1.19 -1.02 -1.17  0.27
H: -1.20 2.13 -0.97  0.38
H: 1.00 1.53 1.21  0.33

---

Below is one molecule with the formula C4H7NO, with properties calculated with ωB97M-V/def2-TZVPD.

As for the total charge: 0. The spin multiplicity is 1. For the HOMO-LUMO gap (spin up / spin down), the calculation gives 0.2920 / 0.2770 Ha.

Last column: Mulliken charge in e.
Geometry (Å):
C: -1.11 -0.59 0.06  -0.49
O: -0.11 -1.27 -0.63  -0.42
C: 0.90 -1.08 0.36  -0.57
C: 0.54 1.21 0.21  -0.26
N: 0.18 1.30 -1.13  -0.52
C: -0.83 0.87 0.00  -0.18
H: -0.02 -0.66 1.15  0.39
H: -2.11 -0.94 -0.20  0.33
H: 1.01 -2.03 0.90  0.33
H: 1.87 -0.80 -0.05  0.29
H: 1.05 2.03 0.72  0.31
H: 0.28 0.39 -1.60  0.40
H: -1.65 1.56 0.21  0.40

---

Listing energy relative to the best compared isomer or geometry (same formula, charge and spin) for the structures above in their given order: 91.9, 14.0, 32.3, 69.6, 118.0, 148.0, 42.6, 186.3 kcal per mole.